{"formula": "C12H16Cl3NV", "method": "the ωB97M-V functional and the def2-TZVPD basis", "elements": ["V", "Cl", "Cl", "C", "H", "H", "C", "C", "H", "C", "H", "C", "H", "H", "C", "H", "H", "C", "H", "H", "H", "H", "Cl", "C", "C", "C", "C", "N", "C", "H", "H", "H", "H"], "positions_angstrom": [[1.240, -0.727, -0.313], [2.559, 0.270, -1.800], [2.917, -2.002, 0.523], [0.197, -1.942, -1.203], [-0.756, -2.166, -1.700], [0.839, -2.850, -1.281], [0.025, 1.176, -0.257], [-0.847, 0.130, -0.825], [-0.026, 1.354, 0.824], [-1.351, 0.286, -2.232], [-1.531, -0.373, -0.125], [-0.410, 1.135, -3.104], [-1.490, -0.695, -2.701], [-2.344, 0.769, -2.228], [-0.133, 2.503, -2.481], [0.543, 0.611, -3.254], [-0.857, 1.272, -4.101], [0.387, 2.426, -1.028], [0.569, 3.071, -3.107], [-1.066, 3.085, -2.488], [1.479, 2.564, -1.028], [0.003, 3.315, -0.500], [1.575, 0.259, 5.131], [0.689, -0.545, 3.910], [-0.328, -1.445, 4.226], [-0.986, -2.091, 3.186], [-0.630, -1.807, 1.866], [0.338, -0.923, 1.583], [1.020, -0.299, 2.573], [-0.567, -1.622, 5.273], [-1.777, -2.817, 3.366], [-1.111, -2.294, 1.009], [1.829, 0.370, 2.285]], "lumo_ev": [-0.810, -0.643], "orbital_gap_ev": [7.634, 7.804], "multiplicity": 2}

{"formula": "C12H16ClNO3Si", "method": "the ωB97M-V functional and the def2-TZVPD basis", "elements": ["Cl", "O", "O", "O", "C", "C", "C", "C", "C", "C", "N", "C", "C", "C", "C", "C", "C", "Si", "H", "H", "H", "H", "H", "H", "H", "H", "H", "H", "H", "H", "H", "H", "H", "H"], "positions_angstrom": [[5.093, -2.712, 0.288], [-0.740, 0.175, 1.472], [-1.088, -0.717, -1.050], [1.097, 0.945, -0.387], [1.447, -4.008, 1.115], [2.786, -3.929, 0.862], [0.609, -2.935, 0.902], [2.513, -1.670, 0.194], [3.351, -2.753, 0.443], [1.153, -1.762, 0.407], [-1.524, 2.234, -0.528], [-2.046, 0.658, 1.405], [-1.229, 0.264, -2.045], [0.941, 2.273, -0.040], [-2.114, 2.111, 0.843], [-2.116, 1.422, -1.577], [-0.200, 2.938, -0.789], [0.077, -0.276, 0.081], [0.974, -4.981, 1.340], [3.412, -4.812, 1.019], [-0.454, -3.014, 1.121], [2.923, -0.746, -0.165], [-2.581, -0.001, 0.733], [-2.489, 0.597, 2.418], [-1.678, -0.264, -2.914], [-0.247, 0.630, -2.354], [0.775, 2.361, 1.039], [1.905, 2.756, -0.279], [-1.562, 2.781, 1.545], [-3.151, 2.493, 0.863], [-2.426, 2.024, -2.431], [-3.040, 1.042, -1.117], [-0.320, 3.986, -0.522], [-0.052, 2.890, -1.889]], "lumo_ev": 0.877, "orbital_gap_ev": 9.245, "multiplicity": 1}

{"formula": "C12H16F2N3O5Os", "method": "the ωB97M-V functional and the def2-TZVPD basis", "elements": ["Os", "O", "C", "C", "C", "N", "C", "C", "C", "O", "O", "C", "O", "O", "H", "H", "H", "F", "C", "F", "H", "C", "C", "C", "C", "N", "N", "H", "H", "H", "H", "H", "H", "H", "H", "H", "H", "H", "H"], "positions_angstrom": [[-0.045, -0.219, 0.306], [0.129, 5.795, -0.122], [0.030, 4.471, -0.051], [-1.197, 3.799, 0.056], [-1.165, 2.428, 0.137], [-0.012, 1.779, 0.128], [1.158, 2.383, -0.037], [1.234, 3.748, -0.124], [2.263, 1.365, -0.181], [3.420, 1.596, -0.245], [1.731, 0.093, -0.296], [-2.327, 1.465, 0.170], [-3.468, 1.765, 0.268], [-1.890, 0.172, -0.009], [-0.733, 6.228, -0.075], [-2.144, 4.323, 0.063], [2.178, 4.256, -0.259], [-0.916, 0.960, 2.719], [0.114, 0.167, 2.326], [1.264, 0.844, 2.564], [0.108, -0.737, 2.942], [-1.977, -4.733, 0.255], [-1.368, -4.127, -1.009], [-0.070, -4.833, -1.384], [-2.364, -4.199, -2.160], [-1.091, -2.672, -0.852], [-0.212, -2.350, 0.242], [-2.247, -5.773, 0.068], [-2.885, -4.204, 0.552], [-1.283, -4.752, 1.100], [-0.273, -5.873, -1.636], [0.649, -4.850, -0.560], [0.392, -4.354, -2.248], [-2.626, -5.237, -2.360], [-1.938, -3.766, -3.065], [-3.285, -3.665, -1.917], [-1.962, -2.179, -0.674], [0.703, -2.720, -0.017], [-0.477, -2.835, 1.103]], "lumo_ev": [-5.425, -5.431], "charge": 1, "orbital_gap_ev": [7.772, 7.754], "multiplicity": 1}

Values of ΔE to the lowest compared entry with this formula, charge and spin, in order: 0.00, 0.00, 0.00, all in kcal/mol.
Values of max |F|, in order: 4.31, 2.24, 0.39, all in eV Å⁻¹.